1.
Entry from the OMol25 dataset: a 10-piece molecular cluster, C50H94F21N3O16 overall (ωB97M-V/def2-TZVPD).

Geometry (Å):
C  12.431  13.009  -22.060
C  13.070  13.662  -20.821
C  12.118  13.366  -19.609
C  12.915  13.895  -18.342
N  12.581  13.129  -17.058
C  12.973  13.897  -15.774
C  12.057  13.407  -14.647
C  10.749  12.924  -15.375
C  11.046  13.218  -16.856
C  13.136  11.657  -16.993
C  14.633  11.609  -17.468
C  15.207  10.224  -17.192
H  12.964  12.102  -22.345
H  12.448  13.757  -22.852
H  11.359  12.818  -22.013
H  13.064  14.744  -20.949
H  14.110  13.343  -20.739
H  11.861  12.307  -19.610
H  11.172  13.902  -19.674
H  12.497  14.885  -18.162
H  13.981  14.009  -18.543
H  14.041  13.720  -15.648
H  12.928  14.966  -15.986
H  12.527  12.726  -13.939
H  11.727  14.291  -14.100
H  10.879  11.842  -15.342
H  9.767  13.132  -14.949
H  10.618  12.441  -17.490
H  10.708  14.187  -17.222
H  12.490  11.130  -17.695
H  12.814  11.323  -16.006
H  15.358  12.289  -17.021
H  14.764  11.808  -18.531
H  16.263  10.168  -17.459
H  14.725  9.489  -17.836
H  14.901  9.925  -16.190
C  7.143  14.029  -12.293
C  5.667  13.578  -12.526
O  4.792  14.452  -12.562
N  5.458  12.094  -12.902
H  5.095  12.040  -13.842
H  6.318  11.574  -13.005
C  4.570  11.378  -11.812
H  7.618  13.925  -13.268
H  7.658  13.525  -11.475
H  7.138  15.072  -11.977
H  5.162  11.364  -10.897
H  4.543  10.337  -12.132
H  3.629  11.918  -11.703
C  6.187  14.366  -16.083
C  6.105  13.809  -17.514
N  5.070  14.485  -18.477
C  3.704  14.401  -17.842
C  5.375  16.012  -18.579
C  6.757  16.390  -19.030
C  5.152  13.693  -19.839
C  4.181  14.076  -20.923
O  4.240  15.510  -21.102
C  3.186  16.007  -21.940
H  5.211  14.452  -15.607
H  6.632  15.358  -16.155
H  6.872  13.754  -15.496
H  5.767  12.776  -17.600
H  7.092  13.856  -17.973
H  3.021  14.903  -18.527
H  3.687  14.972  -16.913
H  3.396  13.404  -17.526
H  5.270  16.528  -17.625
H  4.633  16.564  -19.155
H  6.918  17.459  -18.894
H  7.044  16.177  -20.059
H  7.577  15.931  -18.477
H  4.975  12.653  -19.566
H  6.215  13.756  -20.075
H  3.205  13.750  -20.564
H  4.421  13.590  -21.869
H  3.228  15.741  -22.996
H  2.841  17.039  -21.876
H  2.252  15.552  -21.608
C  8.983  17.819  -16.135
O  9.173  17.644  -17.553
O  7.638  18.229  -15.824
C  9.489  16.513  -15.384
F  10.854  16.512  -15.187
F  8.917  16.359  -14.144
F  9.198  15.396  -16.030
C  10.462  17.611  -18.135
C  10.348  17.426  -19.638
H  11.343  17.259  -20.051
H  9.724  16.574  -19.909
H  9.951  18.341  -20.077
H  11.023  16.750  -17.773
H  10.900  18.551  -17.801
H  9.633  18.618  -15.778
C  8.197  9.414  -11.737
O  6.833  8.966  -11.425
O  7.989  10.655  -12.353
C  9.181  9.333  -10.495
F  9.670  8.160  -10.384
F  10.185  10.170  -10.605
F  8.704  9.592  -9.234
C  6.693  7.586  -10.937
C  5.272  7.501  -10.430
H  4.554  7.525  -11.250
H  5.131  6.620  -9.804
H  4.983  8.327  -9.781
H  7.362  7.326  -10.117
H  6.755  6.866  -11.752
H  8.555  8.734  -12.510
C  0.527  13.113  -9.607
O  1.126  14.429  -9.412
O  -0.310  12.926  -8.531
C  -0.192  12.993  -11.048
F  -0.910  11.878  -11.091
F  -0.982  13.978  -11.473
F  0.769  12.701  -11.999
C  2.099  14.934  -10.343
C  2.632  16.288  -9.830
H  1.999  17.146  -10.059
H  2.776  16.301  -8.750
H  3.630  16.416  -10.248
H  1.768  15.032  -11.377
H  2.986  14.300  -10.336
H  1.393  12.453  -9.645
C  6.549  13.616  -6.801
O  6.050  14.859  -7.302
O  6.115  13.449  -5.473
C  6.201  12.418  -7.914
F  6.804  12.367  -9.120
F  6.569  11.285  -7.409
F  4.840  12.306  -8.171
C  6.471  15.331  -8.583
C  6.522  16.839  -8.461
H  5.486  17.166  -8.363
H  7.069  17.185  -7.584
H  6.923  17.347  -9.338
H  5.778  15.009  -9.361
H  7.494  15.114  -8.892
H  7.621  13.778  -6.687
C  3.282  10.625  -16.026
O  2.519  11.226  -17.030
O  4.182  11.544  -15.514
C  2.346  9.954  -14.953
F  1.555  9.048  -15.577
F  2.997  9.329  -14.028
F  1.540  10.856  -14.345
C  2.563  10.618  -18.318
C  1.494  11.371  -19.162
H  1.342  11.048  -20.192
H  0.603  11.159  -18.571
H  1.736  12.433  -19.190
H  2.224  9.583  -18.356
H  3.593  10.605  -18.676
H  3.867  9.772  -16.370
C  11.010  14.492  -7.888
O  11.343  14.113  -9.230
O  12.159  14.063  -7.167
C  10.669  16.062  -7.832
F  10.218  16.478  -6.685
F  11.650  16.946  -8.178
F  9.658  16.369  -8.598
C  10.266  13.511  -10.004
C  10.720  13.442  -11.446
H  10.686  14.418  -11.931
H  11.690  12.961  -11.570
H  10.005  12.817  -11.982
H  9.402  14.175  -10.051
H  10.066  12.452  -9.843
H  10.113  13.984  -7.532
C  5.715  19.551  -12.613
O  4.844  18.903  -13.471
O  6.222  20.603  -13.380
C  4.985  19.764  -11.218
F  3.838  20.325  -11.237
F  4.962  18.588  -10.523
F  5.714  20.559  -10.430
C  4.700  17.434  -13.259
C  3.743  16.916  -14.375
H  2.818  17.490  -14.417
H  4.151  17.067  -15.375
H  3.415  15.898  -14.166
H  4.118  17.142  -12.384
H  5.599  16.820  -13.231
H  6.564  18.918  -12.355

Values from the calculation:
E (eV): -147647.689
F_max (eV Å⁻¹): 5.3
LUMO level (alpha / beta) (eV): 5.77 / 5.76
Frontier orbital gap (alpha / beta) (eV): 1.82 / 2.29
Charge: -5
Multiplicity: 2

Atomic partial charges in e from the Löwdin method, atoms 1 to 99: atom 1 (C): -0.2279, atom 2 (C): -0.3475, atom 3 (C): -0.1781, atom 4 (C): -0.1209, atom 5 (N): -0.1911, atom 6 (C): -0.0920, atom 7 (C): -0.1271, atom 8 (C): -0.1035, atom 9 (C): -0.1105, atom 10 (C): -0.0575, atom 11 (C): -0.3262, atom 12 (C): -0.2065, atom 13 (H): 0.0230, atom 14 (H): 0.0434, atom 15 (H): 0.0569, atom 16 (H): 0.0845, atom 17 (H): 0.0231, atom 18 (H): 0.0903, atom 19 (H): 0.1019, atom 20 (H): 0.1037, atom 21 (H): 0.0965, atom 22 (H): 0.1169, atom 23 (H): 0.1224, atom 24 (H): 0.1137, atom 25 (H): 0.0974, atom 26 (H): 0.0992, atom 27 (H): 0.1178, atom 28 (H): 0.1197, atom 29 (H): 0.1082, atom 30 (H): 0.1099, atom 31 (H): 0.1214, atom 32 (H): 0.0759, atom 33 (H): 0.0347, atom 34 (H): 0.0395, atom 35 (H): 0.0425, atom 36 (H): 0.0706, atom 37 (C): 0.0341, atom 38 (C): -0.2891, atom 39 (O): 0.0990, atom 40 (N): 0.1244, atom 41 (H): 0.0890, atom 42 (H): 0.0929, atom 43 (C): 0.0713, atom 44 (H): 0.0641, atom 45 (H): 0.0670, atom 46 (H): 0.0893, atom 47 (H): 0.0815, atom 48 (H): 0.0734, atom 49 (H): 0.0907, atom 50 (C): -0.0270, atom 51 (C): -0.1344, atom 52 (N): -0.1865, atom 53 (C): 0.0191, atom 54 (C): -0.1546, atom 55 (C): -0.0803, atom 56 (C): -0.0602, atom 57 (C): -0.1792, atom 58 (O): -0.1975, atom 59 (C): -0.1006, atom 60 (H): 0.0716, atom 61 (H): 0.0717, atom 62 (H): 0.0807, atom 63 (H): 0.1076, atom 64 (H): 0.1093, atom 65 (H): 0.1008, atom 66 (H): 0.0954, atom 67 (H): 0.0935, atom 68 (H): 0.1232, atom 69 (H): 0.1154, atom 70 (H): 0.0959, atom 71 (H): 0.0654, atom 72 (H): 0.0595, atom 73 (H): 0.1215, atom 74 (H): 0.1253, atom 75 (H): 0.1027, atom 76 (H): 0.1295, atom 77 (H): 0.0776, atom 78 (H): 0.0877, atom 79 (H): 0.0759, atom 80 (C): -0.4205, atom 81 (O): -0.1487, atom 82 (O): -0.2254, atom 83 (C): -0.5096, atom 84 (F): 0.0769, atom 85 (F): 0.1110, atom 86 (F): 0.1071, atom 87 (C): -0.2840, atom 88 (C): -0.0822, atom 89 (H): 0.0552, atom 90 (H): 0.0586, atom 91 (H): 0.0703, atom 92 (H): 0.0820, atom 93 (H): 0.1211, atom 94 (H): 0.1281, atom 95 (C): -0.4009, atom 96 (O): -0.1265, atom 97 (O): -0.2545, atom 98 (C): -0.6293, atom 99 (F): 0.1596

=====

2.
Entry from the OMol25 dataset: C23H47NO2S2Si2Sm as an isolated structure (ωB97M-V/def2-TZVPD).

Geometry (Å):
O  -1.426  -1.475  -2.820
O  1.922  1.325  -5.314
C  -0.444  -2.522  -3.113
C  -1.126  -3.867  -3.048
H  0.318  -2.453  -2.320
H  0.038  -2.313  -4.070
H  -1.522  -4.053  -2.043
H  -0.430  -4.649  -3.352
H  -1.980  -3.873  -3.726
C  -2.320  -1.015  -3.924
C  -1.872  -1.465  -5.306
H  -2.247  0.082  -3.898
H  -3.361  -1.324  -3.683
H  -0.877  -1.064  -5.590
H  -2.558  -1.023  -6.049
H  -1.848  -2.564  -5.415
C  0.906  2.325  -5.244
C  2.705  1.003  -6.473
C  -0.365  1.996  -5.972
H  1.306  3.297  -5.554
H  0.678  2.425  -4.180
H  -0.201  1.870  -7.044
H  -1.048  2.839  -5.806
H  -0.860  1.101  -5.585
C  1.969  1.185  -7.734
H  2.985  -0.038  -6.356
H  3.616  1.584  -6.459
H  1.088  0.539  -7.786
H  2.607  0.912  -8.565
H  1.704  2.229  -7.903
H  2.608  1.177  -4.133
Sm  -0.890  -0.334  -1.014
C  2.716  0.864  -2.927
Si  3.752  0.794  -1.310
H  2.260  -0.188  -2.981
H  1.798  1.313  -2.405
C  5.253  -0.240  -1.642
C  3.204  0.057  0.405
C  4.178  2.538  -0.735
C  -2.502  -1.654  -0.087
Si  -3.711  -0.234  -0.147
H  -2.158  -1.931  0.955
H  -2.720  -2.579  -0.667
C  -5.266  -0.837  -0.996
C  -3.039  1.278  -1.076
C  -4.057  0.273  1.616
H  3.950  3.168  -1.601
H  5.247  2.598  -0.512
H  3.640  2.932  0.139
H  5.188  -1.291  -1.350
H  6.137  0.188  -1.163
H  5.348  -0.201  -2.728
H  2.566  -0.853  0.416
H  2.674  0.765  1.063
H  4.060  -0.243  1.044
H  -3.971  1.676  -1.476
H  -2.361  1.268  -1.967
H  -2.612  2.038  -0.419
H  -4.929  0.948  1.656
H  -3.185  0.765  2.083
H  -4.280  -0.645  2.196
H  -6.128  -0.261  -0.624
H  -5.410  -1.903  -0.749
H  -5.177  -0.751  -2.091
S  0.128  2.281  -0.078
C  -0.042  1.291  1.264
N  0.002  -0.079  1.268
C  -0.032  -0.570  2.582
C  -0.054  -1.926  2.957
C  -0.215  -2.240  4.307
C  -0.384  -1.271  5.281
C  -0.361  0.068  4.943
C  -0.157  0.403  3.601
S  -0.142  1.992  2.832
H  0.094  -2.670  2.159
H  -0.208  -3.286  4.581
H  -0.559  -1.555  6.291
H  -0.520  0.881  5.637

Values from the calculation:
E (eV): -85521.503
F_max (eV Å⁻¹): 3.4
LUMO level (alpha / beta) (eV): -3.41 / -2.56
Frontier orbital gap (alpha / beta) (eV): 7.01 / 7.88
Charge: +1
Multiplicity: 6

Population analysis type Löwdin, resulting atomic charges in e: atom 1 (O): -0.4206, atom 2 (O): -0.2365, atom 3 (C): -0.2320, atom 4 (C): -0.0381, atom 5 (H): 0.1146, atom 6 (H): 0.1195, atom 7 (H): 0.0848, atom 8 (H): 0.0998, atom 9 (H): 0.0817, atom 10 (C): -0.1690, atom 11 (C): -0.0699, atom 12 (H): 0.1025, atom 13 (H): 0.1357, atom 14 (H): 0.0806, atom 15 (H): 0.1074, atom 16 (H): 0.0872, atom 17 (C): -0.2273, atom 18 (C): -0.2202, atom 19 (C): -0.0638, atom 20 (H): 0.1370, atom 21 (H): 0.1139, atom 22 (H): 0.0581, atom 23 (H): 0.0957, atom 24 (H): 0.0495, atom 25 (C): -0.0890, atom 26 (H): 0.1297, atom 27 (H): 0.1286, atom 28 (H): 0.0834, atom 29 (H): 0.0905, atom 30 (H): 0.0905, atom 31 (H): 0.0373, atom 32 (Sm): 1.4875, atom 33 (C): -0.1940, atom 34 (Si): 0.4615, atom 35 (H): 0.0116, atom 36 (H): -0.0391, atom 37 (C): -0.2050, atom 38 (C): -0.1960, atom 39 (C): -0.1874, atom 40 (C): -0.4028, atom 41 (Si): 0.3549, atom 42 (H): 0.0165, atom 43 (H): 0.0066, atom 44 (C): -0.1698, atom 45 (C): -0.2447, atom 46 (C): -0.1579, atom 47 (H): 0.0211, atom 48 (H): 0.0290, atom 49 (H): 0.0283, atom 50 (H): 0.0312, atom 51 (H): 0.0336, atom 52 (H): 0.0181, atom 53 (H): 0.0069, atom 54 (H): 0.0014, atom 55 (H): 0.0442, atom 56 (H): 0.0647, atom 57 (H): 0.0002, atom 58 (H): 0.0111, atom 59 (H): 0.0459, atom 60 (H): 0.0328, atom 61 (H): 0.0568, atom 62 (H): 0.0439, atom 63 (H): 0.0470, atom 64 (H): 0.0249, atom 65 (S): 0.5547, atom 66 (C): -1.2292, atom 67 (N): -0.1517, atom 68 (C): -0.3240, atom 69 (C): -0.0236, atom 70 (C): -0.0762, atom 71 (C): -0.0808, atom 72 (C): -0.0717, atom 73 (C): -0.4331, atom 74 (S): 1.0503, atom 75 (H): 0.1165, atom 76 (H): 0.1076, atom 77 (H): 0.1033, atom 78 (H): 0.1130

=====

3.
Entry from the OMol25 dataset: a 2-piece molecular cluster, C29H28N2O5P overall (ωB97M-V/def2-TZVPD).

Geometry (Å):
C  -2.079  2.819  -6.808
C  -2.988  3.059  -5.771
C  -2.627  2.793  -4.445
C  -1.359  2.275  -4.152
P  -0.887  1.841  -2.438
C  -1.202  3.404  -1.549
C  -2.150  3.462  -0.524
C  -2.376  4.670  0.149
C  -1.634  5.808  -0.183
C  -0.659  5.737  -1.186
C  -0.434  4.535  -1.863
C  -2.038  0.649  -1.860
C  -1.637  -0.577  -1.366
N  -1.386  -1.647  -0.936
O  0.544  1.423  -2.324
C  -0.450  2.034  -5.190
C  -0.809  2.311  -6.513
H  -2.361  3.025  -7.842
H  -3.981  3.454  -5.989
H  -3.337  2.992  -3.640
H  -2.710  2.563  -0.262
H  -3.130  4.713  0.936
H  -1.809  6.749  0.342
H  -0.068  6.617  -1.441
H  0.333  4.472  -2.637
H  -3.105  0.826  -2.037
H  0.538  1.636  -4.954
H  -0.094  2.123  -7.315
C  -3.058  -5.726  1.803
N  -1.797  -5.544  2.492
C  -1.764  -6.071  3.839
C  -0.804  -4.684  2.008
C  -0.882  -3.292  2.243
C  0.122  -2.454  1.811
C  1.230  -2.956  1.091
C  2.295  -2.082  0.650
C  2.907  -1.141  1.423
C  4.083  -0.428  0.856
O  4.563  -0.689  -0.224
O  4.678  0.512  1.661
C  3.895  1.020  2.757
C  4.870  1.774  3.668
C  2.758  1.907  2.276
O  3.402  -0.081  3.554
C  2.782  -1.117  2.911
O  2.246  -1.978  3.571
C  1.268  -4.342  0.796
C  0.293  -5.195  1.272
H  -3.027  -5.219  0.831
H  -3.240  -6.800  1.650
H  -3.890  -5.321  2.401
H  -0.813  -5.806  4.317
H  -2.598  -5.668  4.435
H  -1.864  -7.166  3.809
H  -1.745  -2.897  2.786
H  0.056  -1.380  1.995
H  2.700  -2.206  -0.351
H  5.660  1.087  3.987
H  5.317  2.609  3.123
H  4.340  2.148  4.547
H  2.068  1.370  1.613
H  2.211  2.282  3.149
H  3.185  2.761  1.737
H  2.116  -4.720  0.219
H  0.331  -6.272  1.091

Values from the calculation:
E (eV): -53035.452
F_max (eV Å⁻¹): 1.9
LUMO level (eV): 1.88
Frontier orbital gap (eV): 5.50
Charge: -1

Population analysis type Löwdin, resulting atomic charges in e: atom 1 (C): -0.1126, atom 2 (C): -0.1020, atom 3 (C): -0.0861, atom 4 (C): -0.2675, atom 5 (P): 0.6260, atom 6 (C): -0.2731, atom 7 (C): -0.0845, atom 8 (C): -0.0995, atom 9 (C): -0.1120, atom 10 (C): -0.1018, atom 11 (C): -0.0785, atom 12 (C): -0.3114, atom 13 (C): -0.4236, atom 14 (N): 0.0587, atom 15 (O): -0.3681, atom 16 (C): -0.0754, atom 17 (C): -0.0997, atom 18 (H): 0.0914, atom 19 (H): 0.0934, atom 20 (H): 0.1048, atom 21 (H): 0.0904, atom 22 (H): 0.0935, atom 23 (H): 0.0915, atom 24 (H): 0.0934, atom 25 (H): 0.1098, atom 26 (H): 0.0432, atom 27 (H): 0.1031, atom 28 (H): 0.0943, atom 29 (C): -0.0830, atom 30 (N): -0.2571, atom 31 (C): -0.0877, atom 32 (C): -0.2532, atom 33 (C): 0.0035, atom 34 (C): -0.0428, atom 35 (C): -0.2053, atom 36 (C): 0.0961, atom 37 (C): -0.0315, atom 38 (C): -0.4050, atom 39 (O): 0.1221, atom 40 (O): 0.0745, atom 41 (C): -0.5297, atom 42 (C): 0.0121, atom 43 (C): 0.0277, atom 44 (O): 0.0711, atom 45 (C): -0.3952, atom 46 (O): 0.1267, atom 47 (C): -0.0195, atom 48 (C): -0.0093, atom 49 (H): 0.0961, atom 50 (H): 0.0744, atom 51 (H): 0.0744, atom 52 (H): 0.0904, atom 53 (H): 0.0740, atom 54 (H): 0.0742, atom 55 (H): 0.1221, atom 56 (H): 0.1258, atom 57 (H): 0.1440, atom 58 (H): 0.0946, atom 59 (H): 0.0933, atom 60 (H): 0.0929, atom 61 (H): 0.1017, atom 62 (H): 0.1006, atom 63 (H): 0.1034, atom 64 (H): 0.1147, atom 65 (H): 0.1111